This record from the Open Molecules 2025 dataset describes a molecular structure, C44H113F6N10O16PdS2. The level of theory is wB97M-V/def2-TZVPD.

Structure (XYZ):
```
192
Properties=species:S:1:pos:R:3:mulliken_charge:R:1
Pd -1.61051 2.98769 1.91637 0.10
C 1.54051 0.07663 1.95146 0.26
F 1.59259 0.43661 3.24076 -0.17
F 2.07994 1.02464 1.18232 -0.08
F 2.20558 -1.14470 1.76276 -0.13
S -0.39314 -0.10696 1.51966 0.57
O -0.66862 -1.35093 0.81172 -0.31
O -1.01631 -0.15480 2.87204 -0.81
N -0.86614 1.39005 0.70966 1.33
S -0.45548 1.24112 -0.86174 -0.77
O -0.49854 2.53616 -1.53911 -0.27
O 0.76937 0.49449 -1.09316 -0.30
C -1.79677 0.19608 -1.80608 0.28
F -2.90063 0.15157 -1.12800 -0.17
F -2.05737 0.68033 -3.09055 -0.14
F -1.22748 -0.97241 -2.02026 -0.06
C 4.10237 0.24334 5.75773 -0.18
C 3.62646 -0.00943 7.24928 -0.51
O 2.38831 0.53098 7.37028 -0.47
H 4.93678 -0.42361 5.54086 0.01
H 4.46247 1.27192 5.73657 0.49
H 3.34897 0.02084 5.00209 -0.26
H 4.27544 0.56115 7.91362 0.32
H 3.48366 -1.06364 7.48667 0.35
H 2.12556 0.35548 8.27679 0.29
C 5.67885 2.68874 0.85923 -0.80
O 6.67354 2.11968 1.78054 -0.47
C 8.09078 2.56189 1.71377 -0.45
C 8.54366 3.00624 3.12902 -0.77
N 8.07919 1.98064 4.13118 -0.35
C 8.96081 0.84729 4.39251 -0.63
C 8.39141 -0.35215 5.25546 0.11
O 9.55987 -1.20271 5.40861 -0.40
C 9.17021 -2.37928 6.05500 -0.79
H 4.67067 2.48153 1.21803 0.00
H 5.80913 2.42178 -0.18951 0.42
H 5.72993 3.77742 0.87561 0.46
H 8.19608 3.36474 0.98408 0.64
H 8.67861 1.71001 1.37194 0.17
H 8.26429 4.04855 3.28282 0.31
H 9.62577 3.05916 3.24875 0.40
H 7.31985 1.55629 3.61792 0.14
H 9.81579 1.16878 4.98728 0.52
H 9.40823 0.41726 3.49642 0.28
H 7.54343 -0.85635 4.79200 -0.29
H 8.10297 0.01959 6.23868 0.51
H 8.83136 -2.36558 7.09090 0.35
H 9.99309 -3.09344 6.08576 0.35
H 8.44079 -3.01472 5.55273 0.22
C 0.16231 2.38723 4.77051 -1.13
O 0.06666 2.88481 3.34953 -0.03
C 1.12347 3.82366 2.95169 -0.76
C 1.01438 4.30580 1.41766 -0.65
N -0.34241 4.75180 1.03606 0.47
C -0.71330 6.04271 1.71251 -0.99
C -0.31269 7.28139 0.85772 -0.74
O 1.05279 7.63137 0.86988 -0.28
C 1.24445 8.77014 -0.00028 -0.79
H 0.16611 3.32503 5.32604 0.39
H 1.09897 1.90890 5.05684 0.32
H -0.73127 1.86771 5.11648 0.30
H 1.99513 3.20524 3.16585 0.52
H 1.27579 4.72577 3.54424 0.54
H 1.48978 3.55421 0.78741 0.36
H 1.74283 5.11663 1.41589 0.53
H -0.22229 4.92221 0.04782 0.13
H -0.33032 6.24587 2.71258 0.30
H -1.75080 6.06680 2.04587 0.49
H -0.89301 8.05469 1.36105 0.45
H -0.71397 7.14531 -0.14655 0.40
H 1.18496 8.55984 -1.06815 0.31
H 2.25800 9.11364 0.20662 0.27
H 0.64776 9.64814 0.24707 0.33
C 7.33280 -1.05562 1.84034 -1.12
C 6.04046 -1.79432 1.46558 0.21
C 5.02660 -1.98482 2.62154 -0.06
O 5.59402 -2.84202 3.56566 -0.38
C 4.70812 -3.45407 4.48496 -0.81
N 5.37045 -1.02164 0.33627 -0.32
H 7.14556 -0.03126 2.16240 -0.02
H 7.90872 -1.04293 0.91500 0.51
H 7.87518 -1.61710 2.60105 0.35
H 6.34176 -2.75096 1.03878 0.30
H 4.20999 -2.55656 2.18068 0.48
H 4.59198 -1.05372 2.98523 -0.03
H 4.35821 -4.43084 4.15092 0.30
H 3.84746 -2.84179 4.75414 0.29
H 5.34686 -3.56642 5.36102 0.26
H 5.30657 -0.02109 0.45837 -0.02
H 4.43163 -1.36972 0.20374 0.07
C -5.07093 -6.15949 -3.62983 -0.80
C -3.89582 -6.32044 -4.55979 0.85
C -2.57774 -6.48864 -3.76719 -0.97
O -2.19982 -5.28417 -3.09893 -0.22
C -2.32365 -4.05603 -3.86405 -0.58
N -4.14083 -7.57501 -5.30874 -0.71
H -5.92599 -6.77843 -3.90166 0.44
H -5.39415 -5.14567 -3.39361 0.04
H -4.82596 -6.64809 -2.68677 -0.04
H -3.85973 -5.40438 -5.14940 0.31
H -1.68971 -6.71192 -4.35851 0.33
H -2.58308 -7.23745 -2.97513 0.24
H -3.35880 -3.71483 -3.85139 0.20
H -2.11782 -4.16033 -4.92935 0.51
H -1.67437 -3.28108 -3.45662 -0.03
H -5.02444 -7.89403 -5.67964 0.19
H -3.43565 -7.68659 -6.02314 0.21
C -10.40115 -4.11531 -1.62066 -1.40
C -9.61039 -2.84934 -1.75497 0.42
C -8.19574 -2.98509 -0.98920 -0.53
O -7.24609 -2.11612 -1.62178 -0.52
C -5.86845 -2.18962 -1.32480 0.09
N -9.34509 -2.55917 -3.12029 -0.83
H -11.42683 -4.06845 -1.98655 0.34
H -10.40470 -4.48539 -0.59541 0.34
H -9.87432 -4.92476 -2.12596 0.34
H -10.06064 -1.93192 -1.37587 0.29
H -7.80622 -3.98118 -0.77899 0.24
H -8.15498 -2.56328 0.01505 0.37
H -5.40119 -3.13951 -1.58456 -0.12
H -5.69335 -2.04090 -0.25929 0.05
H -5.39324 -1.32878 -1.79515 0.19
H -8.90781 -3.33291 -3.60011 0.28
H -8.53363 -1.98192 -2.95174 0.40
C -0.91669 3.00549 -5.22220 -1.04
C -0.73671 4.50881 -4.93181 0.01
C -1.11549 5.51107 -6.12018 -0.89
O -2.47599 5.23657 -6.42042 -0.30
C -2.80230 5.60433 -7.78154 -0.81
N -1.36703 4.81873 -3.71941 -0.36
H -0.22218 2.44868 -4.59314 0.04
H -0.78841 2.65766 -6.24722 0.42
H -1.99810 2.90749 -5.12711 0.40
H 0.33842 4.60765 -4.78204 0.27
H -0.44356 5.31834 -6.95652 0.48
H -0.83539 6.52564 -5.83680 0.43
H -2.48271 6.60479 -8.07316 0.31
H -3.87359 5.57083 -7.97982 0.24
H -2.30736 4.84603 -8.38827 0.33
H -1.53965 5.81337 -3.75105 0.27
H -2.31605 4.47334 -3.70660 0.20
C 3.97598 -1.53293 -2.78072 -1.19
C 3.20303 -0.79289 -3.75791 0.69
C 1.69440 -1.26439 -4.02564 -0.19
O 1.09426 -0.39799 -4.96713 -0.34
C -0.17272 -0.75006 -5.55785 -0.50
N 3.19385 0.63205 -3.36703 -0.72
H 5.01185 -1.19470 -2.75457 0.36
H 3.85387 -2.61553 -2.81494 0.45
H 3.67866 -1.47119 -1.73387 -0.15
H 3.68051 -0.72917 -4.73569 0.34
H 1.12529 -1.06625 -3.11737 -0.30
H 1.56263 -2.32295 -4.24965 0.53
H -0.54181 -0.02177 -6.27997 0.24
H -0.85106 -0.73192 -4.70483 -0.02
H -0.23913 -1.74645 -5.99476 0.36
H 2.37083 0.92179 -3.87574 0.33
H 2.80121 0.68799 -2.43815 0.11
C -3.37882 -2.98090 1.39562 -0.89
C -2.78164 -4.29161 0.75971 0.32
C -3.75129 -5.07901 -0.13933 0.46
O -4.94873 -5.44273 0.46631 -0.44
C -5.65481 -6.52398 -0.14832 -0.68
N -1.67074 -3.85223 -0.02749 -0.46
H -4.44803 -3.05222 1.59509 0.52
H -3.24064 -2.03964 0.86361 -0.29
H -2.76184 -2.90333 2.29084 0.44
H -2.62497 -4.93814 1.62316 0.27
H -3.23785 -5.96101 -0.52214 0.32
H -3.96205 -4.42974 -0.98911 -0.59
H -5.95987 -6.22293 -1.15052 0.10
H -6.48000 -6.87578 0.47087 0.31
H -4.98299 -7.36523 -0.31877 0.39
H -1.88827 -3.50152 -0.94933 -0.12
H -1.16783 -3.10976 0.43719 0.53
C -5.10628 0.47211 2.49777 -1.44
C -3.97324 1.17897 1.80801 2.08
C -4.51563 2.25990 0.80795 -1.23
O -3.42588 3.02592 0.42046 0.20
C -3.56313 3.66109 -0.85580 -0.84
N -3.16428 1.64747 2.91548 -0.28
H -5.56487 -0.12070 1.70633 0.19
H -5.88427 1.14476 2.85880 0.44
H -4.85510 -0.25215 3.27266 0.52
H -3.33010 0.55722 1.18521 -1.11
H -5.28478 2.94944 1.15586 0.50
H -5.05484 1.76547 -0.00006 0.43
H -3.18603 3.02356 -1.65546 0.11
H -2.98386 4.57926 -0.75833 0.18
H -4.58799 3.94297 -1.09730 0.47
H -3.77488 2.17206 3.52546 0.27
H -2.91529 0.79830 3.40233 0.31
```

Output
E	-136555.6207	eV
LUMO energy (spin up / spin down)	-2.768 / -5.434	eV
⟨S²⟩	2.004
HOMO-LUMO gap (spin up / spin down)	7.2 / 4.6	eV
largest force on an atom	4.1	eV Å⁻¹
E_HOMO (spin up / spin down)	-10.017 / -10.017	eV
multiplicity	3
net charge	+1